{"formula": "C3H5FIN", "method": "ωB97M-V/def2-TZVPD", "species": ["N", "H", "C", "F", "H", "H", "H", "I", "H", "C", "C"], "positions_angstrom": [[-0.470256, -0.344017, -0.259114], [1.443872, -1.792748, 0.065305], [-1.782749, 0.640061, -0.502739], [-1.630775, 1.799025, 0.149381], [2.532905, -0.461920, -0.372339], [0.735311, 1.178131, 0.493415], [2.161382, -0.756446, 1.327129], [-3.498754, -0.431183, 0.160809], [-1.832996, 0.814103, -1.574817], [1.753119, -0.780947, 0.318253], [0.588942, 0.135944, 0.194716]], "forces_ev_per_angstrom": [[-3.922, 1.191, -1.254], [0.047, 0.015, 0.028], [3.308, -2.317, 0.623], [-0.112, 0.551, 0.241], [0.153, 0.014, 0.012], [-0.195, 0.071, -0.020], [0.087, 0.007, 0.058], [0.219, 0.163, -0.064], [-0.105, -0.089, 0.061], [0.214, -0.096, 0.056], [0.306, 0.490, 0.258]], "nbo_charge": [-0.45, 0.23, 0.21, -0.35, 0.22, 0.16, 0.22, 0.10, 0.18, -0.66, 0.12], "smiles": "C/C=N/[C@H](F)I", "homo_lumo_gap_ev": 10.134, "e_homo_ev": -9.670, "lumo_energy_ev": 0.46, "molar_mass_da": 200.982}